i) Computed, not measured: a cluster of 2 separate species, C4H10F2NO5S in total, with ωB97M-V with the def2-TZVPD basis set.

Each line ends with the Löwdin charge.
Element x y z (Å)
C 1.41160 -1.01682 0.30900  -0.101
C 1.13488 0.48947 0.01871  -0.173
C -0.35782 0.78630 -0.28291  -0.318
F -0.34313 1.76231 -1.28492  0.003
N -0.96547 1.39054 0.90266  0.152
C -2.27882 0.92445 1.13137  -0.551
O -2.59102 0.56271 2.20063  0.185
O -3.11220 0.99929 0.01452  -0.052
S -4.04692 -0.31710 -0.20076  0.637
O -3.30053 -1.42533 -0.68198  -0.208
O -5.05790 0.08617 -1.09240  -0.189
F -4.73886 -0.71867 1.14276  -0.081
H 0.85072 -1.36134 1.19465  0.092
H 1.23333 -1.64805 -0.57866  0.082
H 2.47972 -1.13832 0.57202  0.047
H 1.47650 1.04397 0.91548  0.119
H 1.79031 0.83999 -0.80154  0.098
H -0.91050 -0.09845 -0.63797  0.150
H -0.43775 1.17705 1.74326  0.140
O 4.29692 -0.55872 -0.98198  0.336
H 4.93325 -1.25470 -0.70637  0.212
H 3.78864 -0.83004 -1.77832  0.208
H 4.74504 0.30528 -1.11723  0.212

Calculated values
Highest occupied orbital energy (hartree): -0.50664
LUMO energy (eV): -5.76
Orbital gap (Ha): 0.29494
Molecular weight (Da): 222.19
Charge: +1

ii) Computed, not measured: a cluster of 2 separate species, C4H10F2NO5S in total, with ωB97M-V with the def2-TZVPD basis set.

Each line ends with the Löwdin charge.
Element x y z (Å)
C -0.98794 1.00656 -1.15488  -0.122
C 0.35967 0.13358 -1.24261  -0.172
C 0.82746 -0.44987 0.18318  -0.269
F 2.27645 -0.37017 0.16080  -0.046
N 0.46627 -1.89364 0.23316  0.125
C -0.02534 -2.26921 1.57296  -0.442
O -1.08057 -2.90841 1.62412  0.118
O 0.80152 -1.90029 2.67247  -0.086
S -0.06962 -1.28461 3.96137  0.833
O -0.52795 0.12258 3.77331  -0.258
O 0.87167 -1.31426 5.13791  -0.256
F -1.37531 -2.20802 4.38474  -0.143
H -1.86705 0.37363 -0.77058  0.102
H -0.83718 1.96486 -0.55788  0.084
H -1.28625 1.33073 -2.21491  0.051
H 0.13590 -0.71718 -1.98673  0.124
H 1.18874 0.75531 -1.74423  0.102
H 0.42076 0.13736 1.06741  0.157
H -0.28955 -2.11791 -0.43602  0.138
O 0.15964 2.71759 -3.58406  0.326
H -0.55321 3.20989 -4.05271  0.213
H 0.51492 3.23440 -2.82415  0.208
H 0.87697 2.44708 -4.20268  0.214

Calculated values
Highest occupied orbital energy (hartree): -0.50486
LUMO energy (eV): -5.78
Orbital gap (Ha): 0.29255
Molecular weight (Da): 222.19
Charge: +1

Name the least stable of them. ii).

i) Computed, not measured: the ion C9H14N3 with charge +1, with ωB97M-V with the def2-TZVPD basis set.

Each line ends with the Löwdin charge.
Element x y z (Å)
N 3.25906 0.00433 1.31312  0.003
C 3.37128 -0.87007 0.09526  -0.218
C 2.36399 -0.47191 -1.01173  -0.138
N 0.96237 -0.42607 -0.55973  0.103
C 0.12353 0.60520 -0.38443  -0.247
N 0.44159 1.85841 -0.66086  0.213
C -1.28092 0.20624 -0.08523  -0.138
C -1.76996 -0.89686 0.60254  -0.073
C -3.06208 -1.05109 0.82921  -0.090
C -4.07440 -0.25278 0.31618  -0.042
C -3.70838 0.86244 -0.39312  -0.008
C -2.28291 1.10882 -0.55074  0.024
H 2.99068 -0.56264 2.08432  0.051
H 4.20119 0.44993 1.39744  0.094
H 3.11645 -1.90994 0.37089  0.112
H 4.39707 -0.89098 -0.40441  0.139
H 2.43415 0.48907 -1.34567  0.079
H 2.45870 -1.11905 -1.80542  0.104
H 0.58497 -1.37051 -0.26605  0.178
H -0.11105 2.65162 -0.39785  0.127
H 1.45339 1.99394 -0.43754  0.151
H -1.04532 -1.48802 1.22148  0.140
H -3.43215 -1.95628 1.39352  0.145
H -5.05768 -0.54509 0.44714  0.098
H -4.39509 1.55794 -0.77506  0.098
H -1.93846 2.02335 -0.99329  0.095

Calculated values
Highest occupied orbital energy (hartree): -0.48262
SMILES: NCCNC(=[NH2+])c1ccccc1
LUMO energy (eV): -3.69
Orbital gap (Ha): 0.34693
Molecular weight (Da): 164.23
Charge: +1

ii) Computed, not measured: a structure of composition C9H14N3, with ωB97M-V with the def2-TZVPD basis set.

Each line ends with the Löwdin charge.
Element x y z (Å)
C -3.06143 -0.78168 0.64511  0.005
C -2.65516 0.23187 -0.21351  -0.304
C -0.88469 -1.08545 0.16148  -0.086
C 1.32302 -0.11792 1.06619  -0.064
C 2.23893 0.51552 0.26582  -0.188
C 2.60043 -0.49313 -0.88980  -0.122
C 0.95542 -1.39220 0.54160  -0.225
C -3.43439 1.31865 -0.76782  -0.030
C 2.90675 1.89478 0.25307  -0.035
N -1.32086 0.02717 -0.49306  0.164
N -1.92455 -1.52558 0.82440  0.075
N 1.81485 -1.65037 -0.49639  0.006
H -4.06204 -1.18396 0.88347  0.151
H 0.76820 0.21622 1.99177  0.149
H 2.56342 -0.21875 -1.92584  0.111
H 3.66605 -0.68308 -0.94438  0.123
H 0.94322 -2.21065 1.33156  0.162
H -3.23652 1.42188 -1.93546  0.145
H -4.44666 1.04633 -0.49631  0.081
H -3.26496 2.26288 -0.18116  0.109
H 2.21488 2.55368 0.85310  0.093
H 3.00790 2.25835 -0.74785  0.065
H 3.89831 1.80671 0.84990  0.124
H -0.66105 0.65112 -0.92395  0.171
H -1.88190 -2.41278 1.38041  0.201
H 1.93284 -2.44960 -1.03237  0.120

Calculated values
Highest occupied orbital energy (hartree): -0.45374
LUMO energy (eV): -2.71
Orbital gap (Ha): 0.35412
Molecular weight (Da): 164.23
Charge: +1

Name the least stable of them. ii).

i) Computed, not measured: a cluster of 3 separate species, C3H14NO2 in total, with ωB97M-V with the def2-TZVPD basis set.

Each line ends with the Löwdin charge.
Element x y z (Å)
C -0.07952 -0.66037 -0.50939  -0.127
C 0.78705 0.52259 -0.90436  -0.243
C 1.76424 0.06840 -1.98428  -0.073
N -0.52377 -0.57644 0.98392  0.165
H -0.94909 -0.51710 -1.08886  0.079
H 0.40104 -1.64663 -0.59447  0.142
H 1.33937 0.90437 -0.05647  0.106
H 0.36841 1.46192 -1.24884  0.119
H 2.47056 0.85558 -2.31442  0.104
H 2.39351 -0.51428 -1.38576  0.065
H 1.30835 -0.25274 -2.83573  0.056
H -0.06648 0.30184 1.14583  0.089
H -1.54918 -0.53780 1.08359  0.155
H 0.05547 -1.28126 1.56920  0.189
H 0.08756 0.45439 3.76125  0.086
H 1.53537 0.23779 3.78702  0.100
O 0.77757 0.08687 3.14654  -0.093
H -3.25567 1.17820 -0.60313  0.095
H -3.81382 -0.31583 -1.08709  0.058
O -3.05099 0.23051 -0.86456  -0.072

Calculated values
Highest occupied orbital energy (hartree): -0.56105
LUMO energy (eV): -3.15
Orbital gap (Ha): 0.44524
Molecular weight (Da): 96.15
Charge: +1

ii) Computed, not measured: a cluster of 3 separate species, C3H14NO2 in total, with ωB97M-V with the def2-TZVPD basis set.

Each line ends with the Löwdin charge.
Element x y z (Å)
C 0.62934 -0.27935 0.08560  -0.142
C 0.45198 0.08208 -1.37662  -0.245
C 1.22867 -0.82340 -2.32678  -0.071
N 0.01890 0.81982 0.98906  0.167
H 0.04580 -1.14737 0.39999  0.131
H 1.62457 -0.41619 0.50817  0.134
H 0.80711 1.12331 -1.39484  0.121
H -0.62082 0.08978 -1.52400  0.076
H 0.63971 -1.72983 -2.48841  0.086
H 1.45791 -0.37558 -3.26754  0.072
H 2.15178 -1.14416 -1.85076  0.077
H -0.13599 0.36037 1.89691  0.097
H 0.57355 1.67428 1.02745  0.168
H -0.94764 1.06705 0.72647  0.125
H -2.77483 1.83693 -0.53414  0.071
H -3.08087 0.53744 -1.20633  0.077
O -2.33624 1.02548 -0.82885  -0.052
H -0.53019 -1.37427 3.84195  0.073
H 0.71029 -0.49092 3.98779  0.073
O 0.08696 -0.83549 3.33488  -0.037

Calculated values
Highest occupied orbital energy (hartree): -0.56342
LUMO energy (eV): -3.08
Orbital gap (Ha): 0.45020
Molecular weight (Da): 96.15
Charge: +1

Name the least stable of them. i).